# C5H12NO

The ion C5H12NO with charge -1 (ωB97M-V with the def2-TZVPD basis set, the OMol25 dataset).

Multiplicity: 1
SMILES string: CCC[C@@H](N)C[O-]
Strongest force on any atom, eV/Å: 1.3
Highest occupied orbital energy, eV: -2.33
Total charge: -1
Energy above the lowest of the compared OMol25 structures with the same formula, charge and spin, kJ/mol: 42.4

Positions of all 19 atoms, in Å:
1 C -2.2030 1.2408 0.1145
2 C -1.1518 1.1792 -1.0011
3 C 0.3110 1.2336 -0.5223
4 C 0.9831 -0.0262 0.0124
5 N 1.2943 0.0893 1.4435
6 C 0.2131 -1.3925 -0.2304
7 O 0.9248 -2.4520 0.1309
8 H -2.5002 0.2497 0.4602
9 H -3.0947 1.7374 -0.2170
10 H -1.8051 1.8710 0.9040
11 H -1.3502 0.3285 -1.6620
12 H -1.2935 2.0272 -1.6762
13 H 0.8583 1.5888 -1.3889
14 H 0.3743 2.0395 0.2148
15 H 1.9430 -0.2280 -0.4693
16 H 0.4428 -0.0891 1.9775
17 H 1.8538 -0.7275 1.6659
18 H -0.7068 -1.2447 0.3924
19 H -0.0855 -1.3519 -1.3105



# C33H32F6NO3P2PtS

A structure of composition C33H32F6NO3P2PtS (ωB97M-V with the def2-TZVPD basis set, the OMol25 dataset).

Multiplicity: 4
Strongest force on any atom, eV/Å: 0.8
Highest occupied orbital energy (alpha / beta), eV: -6.02 / -8.62
Total charge: 0
Energy above the lowest of the compared OMol25 structures with the same formula, charge and spin, kJ/mol: 157.0

Positions of all 79 atoms, in Å:
1 Pt -0.4950 0.0069 0.3301
2 O -0.6953 2.8549 -0.1672
3 N -1.5423 1.7415 -0.0263
4 C -2.7769 2.0402 0.4269
5 C -3.9014 1.1971 0.5341
6 C -5.1587 1.8430 0.7167
7 C -6.3420 1.1577 0.7087
8 C -6.3567 -0.2325 0.5197
9 C -5.1557 -0.8970 0.3994
10 C -3.9300 -0.2255 0.4360
11 P -2.4649 -1.2721 0.4937
12 C -2.5893 -2.2182 -1.0618
13 C -2.4691 -1.4490 -2.2226
14 C -2.5829 -2.0357 -3.4697
15 C -2.8001 -3.4040 -3.5734
16 C -2.9249 -4.1704 -2.4265
17 C -2.8315 -3.5817 -1.1719
18 C -2.7207 -2.3778 1.9006
19 C -3.4946 -1.9338 2.9746
20 C -3.5999 -2.7050 4.1191
21 C -2.9375 -3.9221 4.2018
22 C -2.1645 -4.3638 3.1394
23 C -2.0419 -3.5912 1.9965
24 H -1.2666 3.6201 -0.3233
25 H -2.9586 3.0937 0.6252
26 H -5.1590 2.9204 0.8370
27 H -7.2753 1.6912 0.8361
28 H -7.2930 -0.7726 0.4894
29 H -5.1508 -1.9771 0.2945
30 H -2.3107 -0.3789 -2.1276
31 H -2.5008 -1.4304 -4.3641
32 H -2.8785 -3.8698 -4.5472
33 H -3.1000 -5.2358 -2.5031
34 H -2.9616 -4.1875 -0.2853
35 H -4.0154 -0.9868 2.9116
36 H -4.1968 -2.3537 4.9507
37 H -3.0037 -4.5167 5.1037
38 H -1.6315 -5.3028 3.2076
39 H -1.3837 -3.9152 1.2018
40 C 0.8968 0.8297 -3.4042
41 C 1.6775 -0.2533 -2.6726
42 C 1.3554 -1.6449 -3.1899
43 C 3.1776 0.0033 -2.6567
44 O 1.2212 -0.3035 -1.2710
45 H 1.0273 0.7235 -4.4808
46 H 1.2319 1.8230 -3.1052
47 H -0.1660 0.7347 -3.1717
48 H 1.7290 -1.7695 -4.2052
49 H 0.2783 -1.8083 -3.1819
50 H 1.8179 -2.3879 -2.5393
51 H 3.5948 -0.1964 -3.6428
52 H 3.6500 -0.6567 -1.9279
53 H 3.3956 1.0364 -2.3836
54 C 7.4004 3.9512 0.3792
55 C 7.4583 5.1479 1.2880
56 O 8.4550 5.7447 1.5775
57 S 5.9045 5.7586 1.9802
58 C 4.6808 4.5924 1.4273
59 C 4.4814 3.3947 2.1153
60 C 3.5908 2.4589 1.6367
61 C 2.8593 2.7113 0.4582
62 C 2.9999 3.9642 -0.1709
63 C 3.9068 4.8872 0.3056
64 C 2.0801 1.7103 -0.1243
65 C 1.3813 0.7455 -0.4717
66 H 8.3944 3.7670 -0.0223
67 H 6.6998 4.1326 -0.4353
68 H 7.0579 3.0771 0.9306
69 H 5.0448 3.2054 3.0199
70 H 3.4484 1.5127 2.1434
71 H 2.3992 4.1853 -1.0437
72 H 4.0382 5.8389 -0.1926
73 F 1.2436 -0.7411 2.0937
74 P 1.7355 -2.2826 1.7313
75 F 2.1205 -3.7683 1.2974
76 F 2.7574 -1.6679 0.6482
77 F 0.5362 -2.2721 0.5412
78 F 0.6494 -2.8279 2.7741
79 F 2.8506 -2.2159 2.8608



# C4H15N2O2

A cluster of 3 separate species, C4H15N2O2 in total (ωB97M-V with the def2-TZVPD basis set, the OMol25 dataset).

Multiplicity: 1
Strongest force on any atom, eV/Å: 3.0
Highest occupied orbital energy, eV: -14.02
Total charge: +1
Energy above the lowest of the compared OMol25 structures with the same formula, charge and spin, kJ/mol: 394.8

Positions of all 23 atoms, in Å:
1 C -2.1997 -0.6950 1.1154
2 C -1.5267 0.3799 0.1677
3 C -0.1502 0.5695 0.4988
4 C 0.9463 -0.2752 0.0407
5 N 1.0920 -0.4713 -1.4108
6 N -2.3422 -0.1854 2.4477
7 H -1.6225 -1.6147 1.0291
8 H -3.1922 -0.8503 0.7026
9 H -2.1019 1.3044 0.2597
10 H -1.6409 0.0629 -0.8697
11 H 0.0666 1.1388 1.4015
12 H 0.8718 -1.2980 0.4622
13 H 1.8909 0.1583 0.3860
14 H 0.4489 -1.1549 -1.7971
15 H 0.9754 0.3968 -1.9245
16 H -2.9625 -0.7467 3.0154
17 H -1.4683 -0.0798 2.9476
18 H 4.3132 -1.9400 -0.6556
19 H 2.9561 -1.3274 -1.1216
20 O 3.4632 -1.6105 -0.3483
21 H -0.0489 2.0210 -1.1173
22 H -0.0035 3.2827 -2.0043
23 O -0.0079 2.3177 -2.0278



# C11H12F2N2

A structure of composition C11H12F2N2 (ωB97M-V with the def2-TZVPD basis set, the OMol25 dataset).

Multiplicity: 1
Strongest force on any atom, eV/Å: 6.1
Highest occupied orbital energy (alpha / beta), eV: -7.87 / -8.53
Total charge: 0
Energy above the lowest of the compared OMol25 structures with the same formula, charge and spin, kJ/mol: 541.8

Positions of all 27 atoms, in Å:
1 C 0.5899 0.8134 3.2445
2 C -0.7725 1.5430 1.9050
3 C 0.9767 0.2979 2.0431
4 C 1.2589 0.4201 -2.6675
5 C 0.1592 -0.3510 -3.0757
6 C 1.4353 0.8755 -1.3921
7 C 0.0374 0.2534 -0.1203
8 C -0.9681 -0.8474 -2.2457
9 C -1.2712 -0.1099 -0.8243
10 C 2.0570 -0.7164 1.7403
11 C -2.0914 -1.0222 0.1149
12 N -0.4976 1.5665 3.1716
13 N 0.0522 0.8163 1.1681
14 F 2.4491 1.5485 -0.8050
15 F -2.0165 1.0118 -1.2668
16 H 0.9553 0.6549 4.2537
17 H -1.6151 2.0929 1.4022
18 H 2.0251 0.7385 -3.4682
19 H 0.0933 -0.5440 -4.1274
20 H -1.8852 -0.7295 -2.7858
21 H -0.8439 -1.9648 -2.2316
22 H 2.9489 -0.1969 1.6459
23 H 2.0480 -1.3782 2.6504
24 H 1.7750 -1.2411 0.7716
25 H -1.7618 -0.8766 1.1251
26 H -1.9775 -2.0413 -0.1892
27 H -3.1602 -0.6131 -0.0367



# C3H6N2

The molecule C3H6N2 (ωB97M-V with the def2-TZVPD basis set, the OMol25 dataset).

Multiplicity: 1
SMILES string: C=C/C=N/N
Strongest force on any atom, eV/Å: 2.8
Highest occupied orbital energy, eV: -8.55
Total charge: 0
Energy above the lowest of the compared OMol25 structures with the same formula, charge and spin, kJ/mol: 200.0

Positions of all 11 atoms, in Å:
1 C -2.4286 0.2916 0.0810
2 C -1.3139 -0.4289 -0.0424
3 C 0.0387 0.1353 -0.1025
4 N 1.1310 -0.4705 -0.0095
5 N 2.3054 0.1975 -0.0332
6 H -3.3799 -0.1991 0.2115
7 H -2.4452 1.3978 -0.0372
8 H -1.3260 -1.5426 -0.0404
9 H 0.0202 1.2585 -0.1681
10 H 2.2274 1.2408 0.1746
11 H 3.0711 -0.2325 0.5422



# C3H12N3O

A cluster of 2 separate species, C3H12N3O in total (ωB97M-V with the def2-TZVPD basis set, the OMol25 dataset).

Multiplicity: 1
Strongest force on any atom, eV/Å: 1.4
Highest occupied orbital energy, eV: -14.67
Total charge: +1
Energy above the lowest of the compared OMol25 structures with the same formula, charge and spin, kJ/mol: 91.2

Positions of all 19 atoms, in Å:
1 C 1.0133 1.6060 -2.5817
2 C 0.7530 0.5258 -0.4236
3 N 1.1725 0.3600 0.8561
4 N 1.4396 1.3254 -1.2314
5 N -0.2761 -0.1819 -0.8381
6 H 2.0035 0.8585 1.1292
7 H 0.4400 0.3336 1.5563
8 H 2.0433 1.9797 -0.7548
9 H -0.5143 -0.1928 -1.8248
10 H -0.8179 -0.7164 -0.1692
11 H 1.3716 2.5666 -2.9534
12 H -0.0676 1.6858 -2.6859
13 H 1.4328 0.9047 -3.3073
14 C -1.6606 -2.2408 2.2387
15 O -1.1825 -0.9027 1.8895
16 H -1.8190 -0.2722 2.2487
17 H -2.7248 -2.3105 2.0372
18 H -1.4215 -2.4098 3.2802
19 H -1.1852 -2.9191 1.5342